P.
Here is a cluster of 2 separate species, C3H3BrCl2 in total from the Open Molecules 2025 dataset. Energies are from the ωB97M-V functional and the def2-TZVPD basis.

Bonds (Å) are listed after each position.
Positions of all 9 atoms, in Å:
1 C 0.21 0.20 -0.53  C2 1.482, C3 1.466, H7 1.111, H8 1.107
2 C 0.37 0.94 0.74  C1 1.482, C3 1.441, Cl4 1.729
3 C 1.52 0.66 -0.08  C1 1.466, C2 1.441, Cl5 1.774, Br6 1.903
4 Cl -0.29 2.53 0.91  C2 1.729
5 Cl 2.42 1.99 -0.84  C3 1.774
6 Br 2.67 -0.78 0.40  C3 1.903
7 H 0.08 -0.91 -0.54  C1 1.111
8 H -0.26 0.75 -1.37  C1 1.107
9 H 0.49 -0.14 2.39  no bonds

- Multiplicity: 1
- Highest occupied orbital energy (spin up / spin down): -9.83 / -9.83 eV
- Net charge: 0
- HOMO-LUMO gap (spin up / spin down): 8.72 / 8.72 eV

Q.
Here is a cluster of 2 separate species, C3H3BrCl2 in total from the Open Molecules 2025 dataset. Energies are from the ωB97M-V functional and the def2-TZVPD basis.

Bonds (Å) are listed after each position.
Positions of all 9 atoms, in Å:
1 C 0.95 -0.39 0.13  C2 1.406, C3 1.517, H7 1.045, H8 1.081
2 C -0.10 0.44 0.56  C1 1.406, C3 1.420, H9 1.166
3 C 0.07 0.37 -0.85  C1 1.517, C2 1.420, Cl5 1.780, Br6 2.089
4 Cl -2.77 -1.43 1.78  no bonds
5 Cl -1.15 -0.41 -1.88  C3 1.780
6 Br 0.87 2.05 -1.79  C3 2.089
7 H 1.84 0.15 0.18  C1 1.045
8 H 0.91 -1.46 0.30  C1 1.081
9 H -0.61 0.69 1.58  C2 1.166

- Multiplicity: 1
- Highest occupied orbital energy (spin up / spin down): -8.87 / -8.88 eV
- Net charge: 0
- HOMO-LUMO gap (spin up / spin down): 4.81 / 4.81 eV

Which is most stable, and by how much? P, by 28.3 kcal/mol.